Here is 2 unconnected molecules or ions with the total composition C8H14Br2NO4 from OMol25. Energies are from wB97M-V/def2-TZVPD.

Structure (ORCA input):
```
! wB97M-V def2-TZVPD RIJCOSX def2/J DEFGRID3
* xyz -1 1
C 4.458 0.317 1.613
C 3.323 0.661 2.554
Br 2.928 2.557 2.333
C 2.064 -0.170 2.312
Br 2.866 -2.113 3.128
N 0.953 0.168 2.902
C -0.224 0.096 2.094
C -0.752 1.457 1.720
O -1.096 2.297 2.512
H 4.189 0.571 0.588
H 5.349 0.893 1.859
H 4.691 -0.741 1.682
H 3.628 0.513 3.586
H 1.970 -0.399 1.239
H -0.091 -0.496 1.175
H -1.057 -0.365 2.647
H -0.847 1.671 0.638
C -0.981 -1.317 -4.259
O -1.399 -0.507 -3.161
C -2.699 -0.571 -2.889
O -3.511 -1.228 -3.489
O -2.945 0.213 -1.847
C -4.310 0.243 -1.427
H 0.088 -1.157 -4.349
H -1.186 -2.367 -4.061
H -1.484 -1.013 -5.175
H -4.640 -0.748 -1.126
H -4.949 0.620 -2.224
H -4.336 0.917 -0.576
*
```

Output
Energy   -5817.00615 Ha
LUMO   0.0919 Eh
Frontier orbital gap   6.19 eV

Here is a molecular structure, H26HeO13 from OMol25. Energies are from wB97M-V/def2-TZVPD.

Structure (ORCA input):
```
! wB97M-V def2-TZVPD RIJCOSX def2/J DEFGRID3
* xyz 0 1
He 5.232 9.168 -8.867
O 7.013 11.201 -7.326
H 6.436 11.731 -7.876
H 6.457 10.914 -6.602
O 4.157 11.324 -5.579
H 4.258 12.247 -5.346
H 3.637 11.334 -6.382
O 5.009 12.658 -8.672
H 4.180 12.226 -8.463
H 5.015 12.718 -9.627
O 4.932 5.305 -9.252
H 4.918 5.740 -10.104
H 5.227 4.414 -9.443
O 2.614 11.359 -7.815
H 1.946 12.045 -7.815
H 2.192 10.614 -8.243
O 3.075 6.425 -7.323
H 3.023 5.584 -6.869
H 3.834 6.341 -7.899
O 7.010 7.960 -12.110
H 6.543 8.795 -12.073
H 7.804 8.151 -12.610
O 7.849 11.014 -10.338
H 7.837 10.988 -9.381
H 7.847 11.947 -10.553
O 1.464 6.948 -9.684
H 2.172 6.692 -9.093
H 1.875 6.985 -10.548
O 5.628 10.364 -12.057
H 6.226 10.873 -11.510
H 4.762 10.528 -11.682
O 3.106 10.777 -11.223
H 2.732 11.579 -11.590
H 2.389 10.385 -10.725
O 8.705 7.810 -7.315
H 8.201 7.313 -7.960
H 9.455 8.147 -7.805
O 7.343 6.477 -9.317
H 7.135 7.145 -9.971
H 6.518 6.014 -9.177
*
```

Output
Energy   -996.61189 Ha
LUMO   -0.0205 Eh
Frontier orbital gap   9.39 eV

frontier orbital gap of number 2 (H26HeO13)? 9.39 eV

Which value of LUMO does entry 2 give? -0.0205 Eh